[1]
2 unconnected molecules or ions with the total composition C21H43IO6, computed with ωB97M-V with the def2-TZVPD basis set.

Calculated values
- F_max (eV Å⁻¹) = 3.62
- DFT total energy (eV) = -42857.269
- total charge = 0
- LUMO level (eV) = 0.5661
- orbital gap (hartree) = 0.3639
- SMILES = COCCCCCCCCC[C@@H](C[C@H](C)I)OC=O.COCCOCCOC
- HOMO level (eV) = -9.336
- 2S+1 = 1

Atoms and positions in Å:
C1 0.2050 -0.2325 2.4220
O1 -1.0946 0.0615 1.9754
C2 -1.2019 1.0039 0.9230
C3 -2.2834 0.5538 -0.0509
C4 -1.7920 -0.4468 -1.0925
C5 -1.4936 -1.8398 -0.5387
C6 -0.2368 -2.5220 -1.0790
C7 1.0256 -1.6811 -1.1187
C8 2.2171 -2.4852 -1.6509
C9 2.7537 -3.5308 -0.6776
C10 2.1465 -4.9334 -0.8363
C11 1.6374 -5.5321 0.4801
C12 0.5839 -6.5953 0.2739
C13 -0.3660 -6.8252 1.4442
C14 -1.3940 -7.9104 1.0774
I1 -1.4035 -5.0263 1.9809
O2 2.7564 -6.1503 1.1684
C15 3.1212 -5.4337 2.2814
O3 4.1305 -4.7243 2.3435
H1 0.3518 -1.3093 2.3944
H2 0.9768 0.2176 1.8056
H3 0.3611 0.0909 3.4472
H4 -1.5350 1.9473 1.3442
H5 -0.2891 1.1167 0.3459
H6 -3.1388 0.1728 0.4905
H7 -2.5678 1.4416 -0.6091
H8 -0.9485 -0.0187 -1.6169
H9 -2.5781 -0.5361 -1.8350
H10 -2.3265 -2.4838 -0.8008
H11 -1.4532 -1.8413 0.5421
H12 -0.3951 -2.9487 -2.0653
H13 -0.0377 -3.3610 -0.4188
H14 1.2773 -1.2874 -0.1390
H15 0.9106 -0.8339 -1.7854
H16 3.0138 -1.7928 -1.8912
H17 1.8971 -2.9427 -2.5821
H18 3.8169 -3.6142 -0.8683
H19 2.6655 -3.1608 0.3378
H20 1.3050 -4.8684 -1.5112
H21 2.8806 -5.6330 -1.2077
H22 1.2685 -4.7112 1.0886
H23 0.0051 -6.4352 -0.6261
H24 1.1042 -7.5410 0.1526
H25 0.2137 -7.1996 2.2754
H26 -1.5468 -7.9672 0.0088
H27 -1.1023 -8.8708 1.4783
H28 -2.3504 -7.6772 1.5213
H29 2.4458 -5.5909 3.1325
C16 0.5324 9.5159 -1.4085
O4 -0.1954 8.4682 -0.8116
C17 -1.4552 8.2746 -1.4290
C18 -2.0252 6.9206 -1.0741
O5 -1.4792 5.8505 -1.8304
C19 -0.1798 5.4064 -1.4715
C20 -0.1459 4.5670 -0.2153
O6 -0.1716 5.3905 0.9369
C21 -0.5547 4.6780 2.0898
H30 -0.0109 10.4658 -1.3394
H31 1.4751 9.6088 -0.8737
H32 0.7444 9.2955 -2.4614
H33 -1.3589 8.3491 -2.5191
H34 -2.1432 9.0576 -1.0796
H35 -3.0862 6.9333 -1.3313
H36 -1.9432 6.7319 -0.0020
H37 0.5210 6.2404 -1.4024
H38 0.1380 4.7710 -2.3008
H39 0.7791 3.9722 -0.1971
H40 -1.0063 3.8858 -0.2148
H41 -1.5729 4.2856 1.9819
H42 -0.5344 5.3690 2.9297
H43 0.1368 3.8505 2.2898

[2]
A molecular structure, C38H46Cl2N4O7S3V, computed with ωB97M-V with the def2-TZVPD basis set.

Calculated values
- F_max (eV Å⁻¹) = 2.80
- <S²> = 0.76
- DFT total energy (eV) = -143673.495
- total charge = +2
- LUMO level (spin up / spin down) (eV) = -6.4334 / -5.9726
- ΔE to the lowest compared entry with this formula, charge and spin (kcal/mol) = 8.42
- orbital gap (spin up / spin down) (hartree) = 0.2457 / 0.2626
- HOMO level (spin up / spin down) (eV) = -13.120 / -13.120
- 2S+1 = 2

Atoms and positions in Å:
V1 0.6673 -1.6332 -0.5496
O1 1.4935 -5.3625 -2.7643
C1 0.9626 -4.3276 -2.1620
O2 1.5517 -3.6372 -1.3435
C2 -0.4656 -4.0479 -2.5427
O3 -1.1188 -3.4343 -1.4455
C3 -1.2700 -4.3153 -0.3171
C4 -0.2846 -4.0078 0.7814
O4 0.0892 -4.7581 1.6071
O5 0.1258 -2.6838 0.7017
H1 2.4167 -5.4752 -2.4763
H2 -0.4671 -3.3334 -3.3627
H3 -0.9682 -4.9541 -2.8699
H4 -2.2743 -4.1794 0.0790
H5 -1.1470 -5.3588 -0.6014
S1 0.0347 0.4071 0.5332
C5 -1.5530 1.0068 0.2118
N1 -1.8368 2.2585 0.4194
C6 -3.1486 2.8023 -0.0026
C7 -3.5838 2.1001 -1.2455
N2 -3.6513 0.6631 -0.9682
C8 -4.7428 -0.0992 -1.6289
C9 -6.0960 0.4477 -1.2592
C10 -6.8210 1.2337 -2.1469
C11 -8.0654 1.7408 -1.7834
C12 -8.5847 1.4622 -0.5268
C13 -7.8650 0.6720 0.3646
C14 -6.6273 0.1651 -0.0016
C15 -2.6907 0.0817 -0.2585
S2 -2.6343 -1.4864 0.2509
C16 -0.9044 3.2813 0.9868
C17 -0.4750 4.2627 -0.0748
C18 0.2843 3.8228 -1.1609
C19 0.6668 4.7169 -2.1499
C20 0.2962 6.0567 -2.0615
C21 -0.4609 6.4955 -0.9856
C22 -0.8493 5.5972 0.0045
H6 -3.0101 3.8635 -0.1919
H7 -3.8719 2.6763 0.8042
H8 -2.8869 2.2938 -2.0654
H9 -4.5740 2.4415 -1.5291
H10 -4.6433 -1.1287 -1.3138
H11 -4.5774 -0.0453 -2.7076
H12 -6.4220 1.4400 -3.1368
H13 -8.6298 2.3448 -2.4840
H14 -9.5538 1.8538 -0.2423
H15 -8.2764 0.4430 1.3406
H16 -6.0699 -0.4631 0.6883
H17 -0.0546 2.7687 1.4130
H18 -1.4458 3.7829 1.7874
H19 0.5839 2.7799 -1.2204
H20 1.2628 4.3752 -2.9889
H21 0.6045 6.7577 -2.8281
H22 -0.7523 7.5363 -0.9138
H23 -1.4389 5.9456 0.8478
Cl1 2.4980 0.7902 -7.5049
C23 2.0560 0.2592 -5.9306
C24 2.9093 -0.5453 -5.2117
C25 2.5505 -0.9810 -3.9428
Cl2 3.6721 -1.9899 -3.0976
C26 1.3433 -0.6187 -3.3927
O6 1.0112 -1.0535 -2.1093
C27 0.4831 0.1977 -4.1149
C28 -0.8496 0.6791 -3.6490
O7 -1.3888 0.3848 -2.6133
C29 0.8456 0.6341 -5.3769
H24 3.8647 -0.8405 -5.6254
H25 -1.3376 1.3791 -4.3517
H26 0.1697 1.2748 -5.9340
C30 2.0509 -4.1307 4.2709
C31 1.8843 -3.2001 5.4722
C32 2.3043 -1.7571 5.2095
C33 1.5061 -1.0501 4.1149
N3 1.9319 -1.3560 2.7331
C34 2.6886 -0.6328 1.9326
S3 2.8076 -1.0271 0.2286
N4 3.4000 0.4366 2.3124
C35 4.1947 0.6102 3.5668
C36 5.4960 -0.1769 3.5635
C37 6.5813 0.3269 2.6126
C38 6.3222 0.0840 1.1234
H27 1.9666 -5.1747 4.5722
H28 3.0330 -4.0065 3.8006
H29 1.2794 -3.9771 3.5076
H30 2.4823 -3.5736 6.3040
H31 0.8433 -3.2126 5.8073
H32 3.3690 -1.7263 4.9587
H33 2.1719 -1.1791 6.1288
H34 1.5377 0.0276 4.2256
H35 0.4570 -1.3416 4.1698
H36 1.6007 -2.2241 2.3400
H37 3.8080 0.9096 1.5196
H38 3.5983 0.3322 4.4181
H39 4.3977 1.6772 3.6437
H40 5.2773 -1.2324 3.3586
H41 5.8840 -0.1250 4.5847
H42 7.5109 -0.1710 2.8895
H43 6.7419 1.3952 2.7917
H44 5.8957 -0.9095 0.9479
H45 7.2527 0.1442 0.5595
H46 5.6500 0.8246 0.6764

- Among the records above, which one has the lowest total charge?
  C21H43IO6

- Which of these has the lowest F_max?
  C38H46Cl2N4O7S3V

- Which of these has the lowest F_max?
  C38H46Cl2N4O7S3V